Here is a cluster of 12 separate species, C40H64Br8O24 in total at a distorted geometry from OMol25. Energies are from ωB97M-V/def2-TZVPD.

```
136
C40H64Br8O24 | OMol25 | ωB97M-V/def2-TZVPD
C -0.52 7.19 6.47
C 0.50 6.06 6.04
C 1.91 6.57 5.67
O 2.77 5.86 6.46
C 2.15 5.22 7.40
O 2.69 4.66 8.36
O 0.83 5.43 7.29
H -0.31 7.79 7.35
H -1.45 6.66 6.71
H -0.87 7.75 5.60
H 0.11 5.39 5.29
H 2.06 7.65 5.76
H 2.07 6.34 4.62
C -6.72 -3.69 -4.29
C -8.03 -2.87 -4.55
C -8.48 -2.82 -6.04
O -9.72 -3.49 -5.96
C -10.18 -3.64 -4.64
O -11.27 -4.06 -4.41
O -9.18 -3.34 -3.83
H -5.91 -3.54 -5.00
H -6.99 -4.74 -4.28
H -6.25 -3.40 -3.35
H -7.91 -1.86 -4.16
H -7.85 -3.31 -6.77
H -8.53 -1.79 -6.39
C 4.93 -6.44 -1.76
C 5.42 -7.11 -3.08
C 5.60 -6.33 -4.34
O 6.82 -6.67 -4.92
C 7.52 -7.35 -4.06
O 8.72 -7.64 -4.12
O 6.83 -7.52 -2.92
H 5.07 -7.13 -0.92
H 3.85 -6.31 -1.74
H 5.56 -5.58 -1.52
H 4.76 -7.94 -3.35
H 5.52 -5.26 -4.14
H 4.80 -6.60 -5.03
C -3.59 5.06 0.56
C -2.63 5.90 -0.26
C -3.22 7.19 -0.87
O -2.24 8.16 -0.70
C -1.43 7.67 0.30
O -0.64 8.33 0.94
O -1.75 6.36 0.67
H -3.88 4.25 -0.10
H -4.41 5.54 1.08
H -3.05 4.63 1.41
H -2.06 5.29 -0.96
H -4.17 7.51 -0.44
H -3.55 7.03 -1.90
C -5.83 5.73 -7.56
C -5.90 4.20 -7.66
C -5.21 3.48 -8.85
O -4.26 2.65 -8.14
C -4.31 2.87 -6.79
O -3.89 2.15 -5.87
O -5.12 3.86 -6.55
H -6.25 6.11 -8.49
H -4.81 6.10 -7.46
H -6.33 6.02 -6.64
H -6.89 3.83 -7.39
H -4.68 4.17 -9.51
H -5.95 2.90 -9.40
C 5.34 -3.03 9.29
C 5.57 -2.81 7.80
C 6.30 -3.98 6.99
O 5.27 -4.56 6.22
C 4.18 -3.76 6.18
O 3.21 -3.92 5.43
O 4.30 -2.72 7.07
H 6.26 -3.42 9.72
H 4.62 -3.79 9.61
H 4.95 -2.18 9.84
H 6.03 -1.83 7.70
H 6.79 -4.63 7.72
H 7.02 -3.52 6.32
C 8.00 2.29 3.35
C 9.47 2.34 3.67
C 9.81 3.33 4.84
O 10.17 2.48 5.86
C 10.24 1.21 5.52
O 10.48 0.31 6.30
O 9.80 1.07 4.25
H 7.55 2.02 4.31
H 7.68 1.49 2.68
H 7.70 3.25 2.92
H 10.07 2.71 2.83
H 8.90 3.93 4.94
H 10.65 3.92 4.48
C 2.81 2.65 -9.37
C 3.01 4.07 -8.84
C 1.86 4.98 -9.06
O 1.32 5.10 -7.74
C 2.16 4.67 -6.84
O 1.96 4.60 -5.60
O 3.21 4.09 -7.47
H 3.68 2.01 -9.23
H 2.54 2.50 -10.41
H 1.98 2.09 -8.93
H 3.85 4.56 -9.33
H 1.11 4.53 -9.71
H 2.27 5.95 -9.33
Br -2.46 -2.87 7.82
C -2.53 -1.02 7.28
C -3.95 -0.45 7.55
Br -3.90 1.39 6.83
H -2.16 -0.86 6.26
H -1.80 -0.54 7.93
H -4.15 -0.47 8.62
H -4.72 -1.04 7.06
Br -6.02 -3.62 2.31
C -7.39 -4.76 3.13
C -7.80 -5.76 2.09
Br -9.06 -7.21 2.74
H -8.23 -4.10 3.29
H -7.12 -5.25 4.06
H -6.95 -6.32 1.68
H -8.20 -5.31 1.19
Br 1.04 0.31 1.30
C 1.38 -0.54 -0.53
C 0.12 -1.25 -0.91
Br 0.26 -1.98 -2.79
H 2.19 -1.27 -0.45
H 1.78 0.23 -1.19
H -0.77 -0.62 -0.97
H -0.08 -2.06 -0.21
Br -1.15 -9.44 -1.56
C -2.38 -8.81 -0.07
C -1.65 -9.02 1.29
Br -2.82 -8.75 2.86
H -3.26 -9.45 -0.04
H -2.54 -7.75 -0.31
H -0.74 -8.47 1.53
H -1.32 -10.06 1.34
```

SMILES string: C[C@H]1COC(=O)O1.C[C@H]1COC(=O)O1.C[C@H]1COC(=O)O1.C[C@H]1COC(=O)O1.C[C@H]1COC(=O)O1.C[C@H]1COC(=O)O1.C[C@H]1COC(=O)O1.C[C@H]1COC(=O)O1.BrCCBr.BrCCBr.BrCCBr.BrCCBr
Energy relative to the best compared isomer or geometry (same formula, charge and spin): 64.5 kcal per mole
HOMO: -10.175 eV

Atom charges from the Löwdin analysis, given in e for atoms 1 to 8: C -0.0146; C -0.2447; C -0.1262; O 0.1001; C -0.5649; O 0.1229; O 0.0688; H 0.0890

---

Here is a structure of composition C8H18AgBr2F2N2O2Pt at a distorted geometry from OMol25. Energies are from ωB97M-V/def2-TZVPD.

```
36
C8H18AgBr2F2N2O2Pt | OMol25 | ωB97M-V/def2-TZVPD
Ag 1.64 1.92 -3.05
Pt 1.86 2.09 0.44
F 3.10 2.68 -1.32
F 0.62 1.13 -1.01
Br -0.19 -3.71 0.16
C -0.16 -1.81 -0.60
C -1.12 -1.51 -1.63
Br -2.94 -1.47 -0.77
H 0.87 -1.69 -0.95
H -0.18 -1.05 0.18
H -1.00 -2.32 -2.35
H -1.02 -0.51 -2.04
C 3.36 -0.88 -0.32
O 3.11 0.22 0.31
N 3.27 -2.12 0.21
C 3.37 -3.35 -0.70
C 2.92 -2.30 1.59
H 3.62 -0.87 -1.39
H 2.39 -3.77 -0.93
H 3.93 -4.21 -0.32
H 3.82 -2.99 -1.62
H 2.04 -2.95 1.59
H 3.76 -2.78 2.09
H 2.52 -1.37 2.00
C -2.43 3.66 1.90
O -2.69 4.85 2.06
N -3.17 2.91 1.02
C -2.62 1.76 0.29
C -4.61 3.22 0.70
H -1.56 3.14 2.31
H -1.63 1.46 0.64
H -2.60 1.88 -0.79
H -3.32 0.94 0.43
H -4.96 4.18 1.10
H -4.76 3.13 -0.38
H -5.27 2.48 1.15
```

Spin multiplicity: 4
<S²>: 3.78
Net charge: +2
HOMO (alpha / beta): -15.185 / -15.176 eV

Atom charges from the Löwdin analysis, given in e for atoms 1 to 8: Ag 0.8290; Pt 1.2408; F -0.5789; F -0.5985; Br 0.6669; C -0.6791; C -0.6115; Br 0.6756

---

Here is a structure of composition C14H23CrF3NP at a distorted geometry from OMol25. Energies are from ωB97M-V/def2-TZVPD.

```
43
C14H23CrF3NP | OMol25 | ωB97M-V/def2-TZVPD
C -1.74 -3.49 0.02
C -0.72 -3.28 0.95
C -0.14 -1.99 1.11
C -0.66 -0.92 0.40
C -1.67 -1.15 -0.54
C -2.17 -2.44 -0.78
C 1.03 -1.88 2.04
C 1.94 -0.66 1.88
N 2.02 -0.06 0.50
Cr 0.28 1.04 0.53
C -2.21 -0.02 -1.36
P -1.05 1.41 -1.20
H -0.31 -4.11 1.54
H -2.89 -2.56 -1.60
H -2.15 -4.49 -0.13
H -3.20 0.34 -1.01
H -2.31 -0.28 -2.43
H 0.67 -1.88 3.08
H 1.64 -2.78 1.94
H 1.62 0.14 2.57
C -2.15 2.82 -1.43
C -0.19 1.45 -2.81
H 2.96 -0.94 2.18
C 2.13 -1.04 -0.63
C 3.14 0.95 0.44
H 0.63 2.91 0.62
H 3.18 -1.09 -0.94
H 1.80 -2.04 -0.33
H 1.54 -0.69 -1.49
H 4.03 0.49 0.00
H 2.85 1.80 -0.19
H 3.37 1.32 1.45
H -0.87 1.92 -3.53
H 0.70 2.08 -2.68
H 0.10 0.44 -3.14
H -2.71 2.64 -2.36
H -2.82 2.91 -0.56
H -1.52 3.71 -1.51
H 1.18 2.57 0.07
F -1.96 0.60 2.39
C -1.07 1.61 2.03
F -1.89 2.70 1.75
F -0.42 1.95 3.20
```

Spin multiplicity: 5
<S²>: 6.05
Energy relative to the best compared isomer or geometry (same formula, charge and spin): 0.0 kcal per mole
HOMO (alpha / beta): -6.381 / -8.391 eV

Atom charges from the Löwdin analysis, given in e for atoms 1 to 8: C -0.0885; C -0.0494; C -0.2737; C -0.1346; C -0.3103; C -0.0588; C -0.1458; C -0.1804

---

Here is a structure of composition C4H8N4 at a distorted geometry from OMol25. Energies are from ωB97M-V/def2-TZVPD.

```
16
C4H8N4 | OMol25 | ωB97M-V/def2-TZVPD
C -1.88 -1.63 -0.08
N 0.14 0.05 0.55
C 0.94 0.62 -0.39
C -0.97 -0.63 -0.67
N -0.06 0.66 1.81
N 2.09 1.30 -0.12
C 0.49 0.24 -1.64
N -0.94 -0.04 -1.78
H 0.58 1.44 1.96
H 0.06 -0.02 2.55
H 2.37 1.45 0.85
H 2.41 2.02 -0.75
H 1.07 0.20 -2.55
H -2.62 -1.13 0.55
H -2.37 -2.23 -0.84
H -1.33 -2.31 0.57
```

Energy relative to the best compared isomer or geometry (same formula, charge and spin): 99.5 kcal per mole
HOMO: -6.792 eV

Atom charges from the Löwdin analysis, given in e for atoms 1 to 8: C -0.0333; N -0.0621; C -0.4473; C -0.2435; N 0.0327; N 0.1124; C -0.1329; N 0.1302

---

Here is the ion C5H5IN2 with charge +2 at a distorted geometry from OMol25. Energies are from ωB97M-V/def2-TZVPD.

```
13
C5H5IN2 | OMol25 | ωB97M-V/def2-TZVPD
C 1.36 -1.56 0.49
C 0.34 0.19 -0.48
C -0.44 -2.37 2.03
C -0.64 1.00 -0.45
C 1.60 -0.51 -0.44
N 0.78 -2.14 1.28
N -1.13 -1.35 1.84
I -0.52 -4.01 3.32
H -1.53 0.33 -0.51
H -0.75 2.09 -0.47
H 2.27 0.32 -0.05
H 2.08 -0.61 -1.48
H -1.97 -1.26 2.42
```

Net charge: +2
Energy relative to the best compared isomer or geometry (same formula, charge and spin): 54.0 kcal per mole
HOMO: -17.397 eV

Atom charges from the Löwdin analysis, given in e for atoms 1 to 8: C 0.1024; C 0.1502; C -0.8658; C 0.2243; C -0.0193; N 0.2554; N 0.1479; I 1.0914

---

Here is a cluster of 2 separate species, C3H6NO5 in total at a distorted geometry from OMol25. Energies are from ωB97M-V/def2-TZVPD.

```
15
C3H6NO5 | OMol25 | ωB97M-V/def2-TZVPD
N 2.84 1.54 1.09
O 3.66 2.44 1.13
O 1.49 1.99 1.14
O 3.00 0.33 1.01
H 0.98 1.15 1.04
C -0.55 0.04 1.35
O -1.35 0.62 1.99
C -0.57 -0.89 0.17
O -1.37 -0.15 -0.76
C -1.80 -0.92 -1.88
H 0.47 -0.99 -0.20
H -1.02 -1.85 0.47
H -2.44 -0.26 -2.47
H -0.95 -1.26 -2.50
H -2.39 -1.80 -1.58
```

Spin multiplicity: 2
<S²>: 0.75
Energy relative to the best compared isomer or geometry (same formula, charge and spin): 0.0 kcal per mole
HOMO (alpha / beta): -8.551 / -11.061 eV

Atom charges from the Löwdin analysis, given in e for atoms 1 to 8: N -0.4193; O 0.1167; O 0.0722; O 0.0743; H 0.0456; C -0.1367; O 0.1592; C -0.1713

---

Here is a structure of composition C30H42FN6O5Zr at a distorted geometry from OMol25. Energies are from ωB97M-V/def2-TZVPD.

```
85
C30H42FN6O5Zr | OMol25 | ωB97M-V/def2-TZVPD
Zr 0.13 0.43 0.29
O -0.13 -1.65 -0.88
C -1.17 -2.63 -0.66
C -2.50 -1.98 -0.96
N -2.67 -0.73 -0.22
C -2.97 -0.82 1.22
C -1.67 -0.22 1.68
O -1.49 1.03 1.63
O -0.62 -0.95 1.69
C -3.15 0.41 -0.98
C -2.05 1.06 -1.82
O -2.30 1.71 -2.80
O -0.81 0.87 -1.35
H 0.72 -2.10 -0.98
H -1.01 -3.47 -1.34
H -1.12 -2.99 0.36
H -2.55 -1.74 -2.02
H -3.30 -2.69 -0.74
H -3.84 -0.24 1.51
H -3.07 -1.85 1.54
H -3.96 0.16 -1.66
H -3.51 1.17 -0.30
C 4.15 -2.43 1.60
C 3.10 -3.00 0.64
C 1.75 -3.11 1.35
C 3.07 -2.33 -0.74
C 3.54 -3.12 -1.79
C 3.62 -2.66 -3.09
C 3.19 -1.38 -3.38
C 2.69 -0.54 -2.38
C 2.26 0.86 -2.79
C 1.25 0.85 -3.94
C 3.47 1.73 -3.13
C 2.64 -1.02 -1.06
N 2.12 -0.17 -0.01
C 3.08 0.51 0.76
C 4.44 0.62 0.47
C 5.29 1.32 1.32
C 4.81 1.92 2.48
C 3.46 1.82 2.79
C 2.68 1.13 1.92
F 1.30 1.02 2.17
H 4.38 -3.18 2.36
H 3.79 -1.54 2.11
H 5.08 -2.18 1.09
H 3.41 -4.02 0.42
H 1.32 -2.13 1.56
H 1.87 -3.63 2.30
H 1.03 -3.69 0.76
H 3.87 -4.13 -1.57
H 4.00 -3.30 -3.87
H 3.25 -1.02 -4.40
H 1.76 1.31 -1.94
H 1.67 0.39 -4.84
H 0.97 1.88 -4.20
H 0.34 0.31 -3.68
H 4.00 1.33 -3.99
H 4.18 1.78 -2.29
H 3.16 2.75 -3.37
H 4.82 0.15 -0.43
H 6.34 1.39 1.07
H 5.48 2.46 3.14
H 3.04 2.27 3.68
C 0.76 3.66 1.39
N 0.12 2.98 0.21
C 0.84 3.48 -1.02
N 0.81 4.92 -1.13
C 1.43 5.51 0.06
N 0.73 5.11 1.29
C -0.66 5.55 1.19
N -1.32 4.97 0.02
C -1.29 3.53 0.13
C -0.59 5.37 -1.19
H 1.80 3.35 1.43
H 0.24 3.35 2.29
H 0.36 3.03 -1.89
H 1.87 3.15 -0.96
H 1.41 6.59 -0.02
H 2.47 5.18 0.12
H -0.69 6.64 1.11
H -1.20 5.25 2.09
H -1.76 3.11 -0.75
H -1.83 3.21 1.02
H -0.61 6.45 -1.27
H -1.07 4.93 -2.06
```

Net charge: +1
Energy relative to the best compared isomer or geometry (same formula, charge and spin): 16.6 kcal per mole
HOMO: -11.117 eV

Atom charges from the Löwdin analysis, given in e for atoms 1 to 8: Zr 1.9560; O -0.1470; C -0.1691; C -0.1177; N -0.1580; C -0.0254; C -0.5629; O -0.0688

---

Here is an isolated molecule of C4H5N3O at a distorted geometry from OMol25. Energies are from ωB97M-V/def2-TZVPD.

```
13
C4H5N3O | OMol25 | ωB97M-V/def2-TZVPD
N 2.15 -1.03 -0.12
C 1.53 0.22 -0.09
O 2.06 1.31 0.13
N 0.17 0.06 -0.15
C -0.60 1.18 -0.09
C -1.86 0.68 0.06
C -1.75 -0.71 0.05
N -0.49 -1.15 -0.08
H 1.41 -1.70 0.09
H 3.05 -1.16 0.46
H -0.19 2.12 -0.49
H -2.83 1.34 -0.06
H -2.65 -1.16 0.28
```

SMILES string: NC(=O)n1cccn1
Energy relative to the best compared isomer or geometry (same formula, charge and spin): 39.4 kcal per mole
HOMO: -10.043 eV

Atom charges from the Löwdin analysis, given in e for atoms 1 to 8: N 0.1399; C -0.5349; O 0.0646; N -0.1024; C -0.0366; C -0.0842; C -0.1431; N 0.1153

---

Here is the ion C4H11N2O with charge +1 at a distorted geometry from OMol25. Energies are from ωB97M-V/def2-TZVPD.

```
18
C4H11N2O | OMol25 | ωB97M-V/def2-TZVPD
C -0.41 1.80 -1.90
C -0.37 1.57 -0.41
N -1.17 0.41 0.00
C -0.73 -0.77 0.52
O -1.49 -1.67 0.78
C 0.79 -0.82 0.74
N 1.05 -2.13 1.46
H -0.72 0.89 -2.48
H 0.62 1.93 -2.27
H -1.02 2.63 -2.30
H -1.00 2.38 0.01
H 0.60 1.49 0.07
H -2.13 0.36 -0.30
H 1.19 -0.03 1.37
H 1.38 -0.75 -0.23
H 0.18 -2.70 1.61
H 1.48 -1.87 2.36
H 1.74 -2.71 0.98
```

Net charge: +1
SMILES string: CCNC(=O)C[NH3+]
Energy relative to the best compared isomer or geometry (same formula, charge and spin): 32.4 kcal per mole
HOMO: -13.686 eV

Atom charges from the Löwdin analysis, given in e for atoms 1 to 8: C -0.0835; C -0.2234; N 0.0646; C -0.4803; O 0.0855; C -0.0431; N 0.1947; H 0.0933

---

Here is a cluster of 3 separate species, C10H21N6O3 in total at a distorted geometry from OMol25. Energies are from ωB97M-V/def2-TZVPD.

```
40
C10H21N6O3 | OMol25 | ωB97M-V/def2-TZVPD
N -2.53 1.23 0.28
C -2.68 0.11 0.01
O -2.80 -1.16 -0.26
N -1.56 -1.82 -0.16
C -0.82 -1.91 -1.25
N -0.56 -0.92 -2.11
C -0.79 -1.53 -3.46
C -0.67 -3.06 -3.16
N -0.18 -3.02 -1.73
H -1.32 -2.22 0.76
H -1.09 -0.06 -2.00
H -0.24 -1.09 -4.27
H -1.84 -1.40 -3.66
H 0.06 -3.65 -3.69
H -1.68 -3.42 -3.17
H -0.51 -3.83 -1.22
C 0.76 -2.05 3.93
C 0.68 -2.80 2.63
O -0.38 -2.85 1.98
N 1.78 -3.42 2.18
C 3.10 -3.47 2.80
H -0.21 -1.61 4.15
H 1.03 -2.73 4.74
H 1.50 -1.25 3.87
H 1.65 -3.90 1.31
H 3.83 -3.05 2.12
H 3.36 -4.51 3.00
H 3.11 -2.92 3.74
C 0.88 6.34 -0.26
C 0.42 5.61 -1.50
O 0.85 5.89 -2.61
N -0.49 4.62 -1.34
C -1.12 4.13 -0.12
H 1.60 7.09 -0.54
H 0.04 6.83 0.23
H 1.35 5.65 0.44
H -0.75 4.18 -2.21
H -0.89 3.08 0.00
H -2.20 4.25 -0.19
H -0.76 4.68 0.74
```

Net charge: +1
Energy relative to the best compared isomer or geometry (same formula, charge and spin): 44.9 kcal per mole
HOMO: -11.152 eV

Atom charges from the Löwdin analysis, given in e for atoms 1 to 8: N 0.2299; C -0.2749; O 0.0877; N 0.1469; C -0.3382; N 0.1555; C -0.0657; C -0.0596

---

Here is a cluster of 3 separate species, C2H9NO3 in total at a distorted geometry from OMol25. Energies are from ωB97M-V/def2-TZVPD.

```
15
C2H9NO3 | OMol25 | ωB97M-V/def2-TZVPD
C -0.65 -2.68 -0.32
N -0.77 -1.47 0.55
C 0.44 -1.16 1.25
O 1.57 -1.71 0.94
H 0.06 -3.37 0.05
H -1.63 -3.05 -0.37
H -0.20 -2.39 -1.37
H -1.30 -0.69 0.15
H 0.44 -0.40 2.09
O 1.12 3.88 -0.89
H 1.87 4.08 -1.45
H 1.12 4.00 0.12
O -1.09 1.45 -0.24
H -0.48 1.86 -0.97
H -0.49 1.64 0.48
```

SMILES string: CNC=O.O.O
Energy relative to the best compared isomer or geometry (same formula, charge and spin): 51.2 kcal per mole
HOMO: -9.476 eV

Atom charges from the Löwdin analysis, given in e for atoms 1 to 8: C -0.0917; N -0.0513; C -0.2662; O -0.0716; H 0.0531; H 0.0537; H 0.1192; H 0.0882

---

Here is a cluster of 2 separate species, C2H2N3S2 in total at a distorted geometry from OMol25. Energies are from ωB97M-V/def2-TZVPD.

```
9
C2H2N3S2 | OMol25 | ωB97M-V/def2-TZVPD
C -3.48 0.36 -0.09
C -2.19 0.47 -0.35
N -0.79 2.43 -0.51
N 1.84 0.69 0.67
N -1.51 1.58 -0.49
S -4.97 0.28 0.35
S 1.95 1.91 -0.21
H -1.73 -0.40 -0.64
H 2.48 -0.09 0.90
```

Net charge: +1
Energy relative to the best compared isomer or geometry (same formula, charge and spin): 46.0 kcal per mole
HOMO (alpha / beta): -11.770 / -11.868 eV

Atom charges from the Löwdin analysis, given in e for atoms 1 to 8: C -0.5161; C -0.1593; N 0.2979; N -0.5290; N 0.0451; S 1.0266; S 0.6827; H 0.1240

---

Here is a cluster of 2 separate species, C5H13NO in total at a distorted geometry from OMol25. Energies are from ωB97M-V/def2-TZVPD.

```
20
C5H13NO | OMol25 | ωB97M-V/def2-TZVPD
C -0.92 1.49 0.52
C -0.31 0.31 0.39
C 1.20 0.15 0.47
C 2.03 1.43 0.58
N -1.10 -0.83 0.58
C -0.89 -2.15 0.06
H -1.98 1.64 0.67
H -0.49 2.49 0.50
H 1.41 -0.48 1.36
H 1.52 -0.40 -0.43
H 1.48 2.22 1.11
H 2.89 1.28 1.22
H 2.36 1.80 -0.40
H -1.97 -0.74 1.08
H -0.07 -2.65 0.62
H -0.73 -2.32 -1.02
H -1.74 -2.82 0.28
O -1.22 -0.05 -2.66
H -1.06 -0.47 -1.79
H -0.40 0.07 -3.13
```

SMILES string: C=C(CC)NC.O
Energy relative to the best compared isomer or geometry (same formula, charge and spin): 44.1 kcal per mole
HOMO: -8.002 eV

Atom charges from the Löwdin analysis, given in e for atoms 1 to 8: C 0.0314; C -0.3901; C -0.1991; C -0.1070; N -0.0762; C -0.1353; H 0.0572; H 0.0510

---

The records above yield energy values of -23960.36650 -6188.81879 -2287.30653 -376.08986 -599.81866 -548.63317 -2019.99753 -394.90472 -343.51252 -947.55828 -362.03326 -1037.60169 -328.24855 Ha, respectively.